Entry 1:
Here is a 3-piece molecular cluster, CH8N2O overall from the OMol25 dataset. Energies are from ωB97M-V/def2-TZVPD.

XYZ file:
```
12
Properties=species:S:1:pos:R:3:mulliken_charge:R:1
N -0.193 0.728 -2.096 -0.69
H 0.461 1.061 -1.398 0.20
H -0.450 -0.221 -1.865 0.29
H 1.883 3.928 -0.895 0.05
H -0.957 1.387 -2.098 0.23
N 1.126 -0.429 1.042 -0.43
C -0.177 -0.496 1.215 -0.29
O -1.099 -1.032 0.468 -0.51
H 1.359 -0.755 0.094 0.32
H 1.714 3.698 -0.206 -0.05
H -0.501 0.493 0.704 0.42
H -0.510 -0.336 2.264 0.45
```

The calculation puts the LUMO energy at -0.0735 Ha. The energy above the lowest of the compared OMol25 structures with the same formula, charge and spin is 518.0 kJ/mol. Its total energy is -6189.0592 eV.


Entry 2:
Here is one molecule with the formula C5H11NO from the OMol25 dataset. Energies are from ωB97M-V/def2-TZVPD.

XYZ file:
```
18
Properties=species:S:1:pos:R:3:mulliken_charge:R:1
O 2.690 -0.695 -0.409 -0.51
C 1.726 -0.525 0.633 -0.76
C 0.363 -0.520 -0.039 0.29
C 0.070 0.813 -0.752 -0.81
C -1.480 0.948 -0.704 -0.44
C -1.933 -0.218 0.199 -0.62
N -0.745 -0.777 0.862 -0.47
H 3.544 -0.907 0.004 0.31
H 1.891 0.407 1.170 0.32
H 1.816 -1.345 1.343 0.38
H 0.410 -1.312 -0.784 0.22
H 0.521 0.823 -1.748 0.32
H 0.475 1.659 -0.218 0.30
H -1.691 1.880 -0.176 0.21
H -1.988 0.984 -1.665 0.34
H -2.677 0.124 0.901 0.37
H -2.400 -1.017 -0.372 0.26
H -0.591 -0.322 1.756 0.30
```

The calculation puts the LUMO energy at 0.0352 Ha. The energy above the lowest of the compared OMol25 structures with the same formula, charge and spin is 115.8 kJ/mol. Its total energy is -8900.4971 eV. As for the SMILES: OC[C@@H]1CCCN1.


Entry 3:
Here is C2H2N2S3 as an isolated structure from the OMol25 dataset. Energies are from ωB97M-V/def2-TZVPD.

XYZ file:
```
9
Properties=species:S:1:pos:R:3:mulliken_charge:R:1
C 2.365 1.898 -0.218 0.43
C 0.083 -0.266 0.344 -0.23
N 1.491 1.682 0.628 0.24
N 0.765 0.809 1.098 -0.58
S 3.120 2.933 -1.105 -0.32
S 2.957 -0.357 -0.685 -0.18
S 1.659 -1.124 0.592 0.07
H -0.767 -0.717 0.960 0.24
H -0.259 0.029 -0.615 0.32
```

The calculation puts the LUMO energy at -0.0430 Ha. The energy above the lowest of the compared OMol25 structures with the same formula, charge and spin is 343.3 kJ/mol. Its total energy is -37588.5244 eV.


Entry 4:
Here is an isolated ion of composition C5H10N5 and charge +1 from the OMol25 dataset. Energies are from ωB97M-V/def2-TZVPD.

XYZ file:
```
20
Properties=species:S:1:pos:R:3:mulliken_charge:R:1
H 1.198 3.900 0.713 0.27
N 0.973 3.067 0.222 -0.58
C 1.067 1.948 0.840 0.50
N 1.294 1.121 1.897 -0.57
N 0.909 0.559 0.612 -0.08
C -0.277 -0.222 0.301 1.72
C -0.264 -1.367 1.281 -1.64
N -1.444 0.578 -0.027 -0.43
N -1.366 0.129 -1.364 0.02
C -0.259 -0.572 -1.193 -0.13
C 0.571 -1.309 -2.036 -1.38
H 0.680 1.143 2.716 0.28
H -1.014 -1.399 2.048 0.42
H 0.589 -1.655 1.806 0.46
H -0.525 -2.263 0.761 0.43
H -2.398 0.688 0.377 0.31
H -2.020 0.369 -2.089 0.22
H 0.882 -0.851 -2.983 0.40
H 0.068 -2.154 -2.444 0.43
H 1.336 -1.708 -1.438 0.34
```

The calculation puts the LUMO energy at -0.1695 Ha. The net charge is +1. The energy above the lowest of the compared OMol25 structures with the same formula, charge and spin is 547.9 kJ/mol. Its total energy is -12785.0284 eV. As for the SMILES: [H]/N=C1\NN1[C@@]1(C)N[NH+]=C1C.